Entry 1:
# C21H17F5I2N2O15S

A molecular structure, C21H17F5I2N2O15S (ωB97M-V/def2-TZVPD, OMol25).

Positions of all 63 atoms, in Å:
I1 1.646 -3.386 0.697
C1 -0.414 -3.070 0.700
C2 -0.829 -1.722 0.446
C3 -2.129 -1.364 0.444
C4 -3.087 -2.371 0.701
N1 -4.413 -2.209 0.769
S1 -5.030 -3.646 1.095
N2 -3.710 -4.535 1.174
C5 -2.683 -3.719 0.940
C6 -1.303 -4.066 0.937
I2 -0.837 -6.044 1.317
H1 -0.061 -0.988 0.260
H2 -2.435 -0.343 0.293
C7 -0.607 1.628 2.785
C8 0.384 2.185 1.786
O1 -0.281 1.934 0.548
C9 -1.611 1.925 0.786
O2 -2.449 1.919 -0.062
O3 -1.855 1.847 2.099
F1 1.563 1.518 1.784
H3 -0.453 0.561 2.937
H4 -0.614 2.135 3.742
H5 0.576 3.253 1.866
C10 -2.806 -2.385 5.523
C11 -1.927 -2.556 4.298
O4 -1.369 -1.262 4.154
C12 -1.363 -0.652 5.374
O5 -0.772 0.347 5.610
O6 -2.123 -1.349 6.242
F2 -2.633 -2.866 3.187
H6 -3.797 -2.032 5.235
H7 -2.891 -3.277 6.135
H8 -1.119 -3.280 4.412
C13 -2.692 5.843 -1.183
C14 -2.110 4.491 -1.552
O7 -0.952 4.438 -0.740
C15 -1.165 5.210 0.356
O8 -0.508 5.151 1.342
O9 -2.243 5.995 0.172
F3 -1.730 4.420 -2.852
H9 -2.258 6.631 -1.800
H10 -3.775 5.886 -1.228
H11 -2.743 3.633 -1.322
C16 1.824 3.182 -4.034
C17 0.834 3.648 -5.081
O10 1.458 3.253 -6.287
C18 2.273 2.191 -6.019
O11 2.762 1.491 -6.835
O12 2.427 2.057 -4.680
F4 0.671 4.993 -5.080
H12 2.580 3.948 -3.855
H13 1.366 2.885 -3.095
H14 -0.149 3.179 -5.014
C19 6.341 -4.327 -2.538
C20 4.827 -4.419 -2.567
O13 4.538 -4.961 -1.293
C21 5.544 -4.616 -0.440
O14 5.489 -4.702 0.738
O15 6.600 -4.144 -1.143
F5 4.377 -5.260 -3.526
H15 6.786 -5.264 -2.874
H16 6.744 -3.497 -3.110
H17 4.314 -3.462 -2.673

Calculated values
* ΔE to the lowest compared entry with this formula, charge and spin: 0.0 kcal/mol
* HOMO energy: -8.85 eV
* LUMO energy: -0.76 eV



Entry 2:
# C9H11PS

2 unconnected molecules or ions with the total composition C9H11PS in a non-equilibrium geometry (ωB97M-V/def2-TZVPD, OMol25).

Positions of all 22 atoms, in Å:
C1 -3.869 1.024 -0.554
C2 -3.811 -0.071 0.275
C3 -2.753 1.682 -1.011
C4 -2.493 -0.557 0.683
C5 -1.537 1.298 -0.553
C6 -1.440 0.274 0.319
C7 2.551 -0.708 -1.995
C8 2.567 -1.175 -0.723
C9 3.144 -0.937 2.018
P1 1.979 -0.245 0.697
S1 2.691 1.638 0.509
H1 -4.819 1.540 -0.645
H2 -4.692 -0.553 0.610
H3 -2.783 2.678 -1.479
H4 -2.359 -1.469 1.210
H5 -0.644 2.081 -0.661
H6 2.990 -1.361 -2.728
H7 2.458 0.405 -2.155
H8 2.658 -2.269 -0.643
H9 3.406 -0.281 2.813
H10 2.813 -1.870 2.619
H11 3.944 -1.124 1.394

Calculated values
* ΔE to the lowest compared entry with this formula, charge and spin: 108.1 kcal/mol
* HOMO energy (alpha / beta): -8.60 / -8.45 eV
* LUMO energy (alpha / beta): -1.96 / -0.22 eV